DFT (wB97M-V/def2-TZVPD) results for a 2-piece molecular cluster, C4H10O4 overall.

HOMO-LUMO gap (alpha / beta)	7.7 / 7.3	eV
E_LUMO (alpha / beta)	0.020 / 0.020	Eh
DFT total energy	-459.195410	a.u.

Each line ends with the Mulliken charge.
Geometry (Å):
C  -1.686  -1.243  0.251  -0.930
C  -2.502  2.267  -0.444  -0.483
C  -1.460  0.270  0.056  0.346
C  1.968  -0.458  0.176  0.461
O  1.672  -0.929  -1.021  -0.445
O  2.549  0.798  0.306  -0.479
O  2.752  -1.366  0.855  -0.545
O  -2.503  0.987  -0.180  -0.232
H  -1.165  -1.581  1.156  0.275
H  -2.686  -1.431  0.338  0.412
H  -1.273  -1.745  -0.642  0.204
H  -3.365  2.635  -0.900  0.271
H  -1.518  2.819  -0.631  0.220
H  0.938  -0.309  0.844  0.006
H  -0.447  0.842  -0.059  -0.049
H  2.347  -1.718  -1.205  0.343
H  3.110  0.992  -0.462  0.274
H  3.267  -0.828  1.561  0.352

Atoms 1-3, force components in eV/Å:
C 3.5 2.1 -0.7
C 2.3 1.7 -0.1
C 2.4 -0.6 0.3